Record 1
A structure of composition C20H36AsIN3OS2 in a non-equilibrium geometry. Source: the OMol25 dataset; level of theory: ωB97M-V/def2-TZVPD.

```
64
Properties=species:S:1:pos:R:3:forces:R:3
H 0.583 -0.855 4.221 -0.16 -0.54 -0.56
O 5.927 0.564 -5.396 -0.23 1.29 -0.19
H -3.244 0.187 1.925 -0.01 0.48 -0.27
H 2.825 0.684 -5.917 0.53 0.61 0.58
H 0.193 -1.382 -0.820 -0.16 0.75 0.70
C 0.673 -1.698 3.509 0.61 -1.11 -0.93
I -1.435 1.168 5.090 0.18 -0.21 -0.54
C 0.483 0.726 -1.399 -0.46 0.24 0.55
H -0.141 3.428 3.505 0.77 -0.73 0.05
C -5.197 -1.280 0.401 -0.59 -0.62 1.24
C 0.758 2.817 3.241 0.65 0.05 -1.38
H 1.195 0.755 2.493 -0.73 0.16 0.24
H 1.423 2.609 4.109 -0.78 0.22 -0.41
C 0.116 -0.386 -0.302 0.71 0.29 -1.63
H 4.772 3.152 -4.135 -0.35 -0.75 0.56
S 2.111 3.034 -3.119 0.02 -1.13 0.25
H 0.270 1.821 1.387 -0.13 -0.64 0.88
H -2.385 -1.051 3.492 -0.11 -0.24 0.25
C 3.595 1.390 -5.516 0.33 -0.03 -0.99
C 4.976 1.167 -6.284 -0.32 -0.05 0.39
H -1.733 1.866 2.563 0.53 -0.93 0.38
H -2.694 -3.116 2.007 0.04 0.79 -0.65
H 2.561 -2.493 4.509 -0.67 -0.04 -0.59
H -0.618 -3.260 0.695 0.61 0.17 0.84
N -6.422 0.381 1.806 -0.72 -0.24 0.01
H 0.945 -0.344 0.439 -0.88 -0.19 -0.17
C 0.044 -3.052 1.573 -0.58 1.65 0.50
H 4.849 0.504 -7.174 0.12 0.47 0.82
H -6.481 0.045 2.768 0.21 0.32 -0.41
C 6.228 1.535 -4.374 -0.25 -0.51 0.65
C 4.895 2.122 -3.702 1.73 0.11 -0.65
C 2.592 1.449 -3.316 -0.83 1.24 0.37
H 2.748 -4.406 2.896 -0.81 0.54 -0.36
C -6.625 -0.767 0.889 1.79 -0.28 -0.20
H -5.505 0.810 1.681 -0.21 -0.31 0.05
C -1.329 -0.110 0.192 0.37 1.01 -0.98
H 5.079 2.199 -2.604 -0.52 -0.13 -0.88
N 3.812 1.204 -4.068 -0.82 -0.10 0.36
H 6.846 2.372 -4.804 -0.49 -0.70 0.37
H -2.046 -0.571 -0.543 0.60 0.31 0.79
C 1.900 -3.690 2.750 0.72 0.93 1.50
C -1.064 1.026 2.913 0.59 1.29 -0.86
S 1.645 0.059 -2.653 1.25 0.64 -0.47
H -1.528 1.001 0.108 0.22 -0.93 0.27
H -7.262 -0.509 0.007 0.25 -0.14 0.83
H 6.807 0.981 -3.593 -0.35 0.48 -0.79
H 1.342 3.458 2.517 -0.31 -0.54 0.78
C -0.269 -1.863 2.399 3.29 -2.26 0.63
C -2.966 -2.230 1.363 -1.17 -1.34 0.69
C 0.357 1.478 2.457 -0.20 1.94 0.62
H 5.356 2.167 -6.633 -0.19 -0.80 0.21
H -4.535 -0.432 0.084 -0.71 -0.64 0.13
H -2.775 -2.523 0.300 -0.21 0.27 0.67
H 3.294 2.459 -5.708 -0.12 -0.89 0.16
C 1.810 -2.604 3.704 -2.26 -0.32 -2.25
H -4.970 -3.025 1.788 0.03 0.99 -0.12
As -1.894 -0.652 2.062 -1.22 -1.05 0.43
H -4.620 -1.404 2.572 0.03 -0.52 -0.83
H -0.475 1.057 -1.861 0.91 -0.11 0.02
C -4.518 -2.008 1.627 1.25 -0.04 -0.87
H 0.983 1.598 -0.914 -0.46 -0.58 -0.46
H -7.045 -1.609 1.497 -0.10 0.69 -0.81
N 1.070 -3.916 1.713 -0.30 1.03 1.04
H -5.286 -2.034 -0.420 0.05 0.68 0.39
```
Forces are in eV/Å.

Computed properties:
- HOMO (eV) = -4.461
- charge = -1

Mulliken atomic charge list, values in e, 5 entries: atom 1 (H): 0.08, atom 2 (O): -0.41, atom 3 (H): -0.08, atom 4 (H): 0.34, atom 5 (H): 0.56

Record 2
A structure of composition C20H36B2F14NO18S3Zr in a non-equilibrium geometry. Source: the OMol25 dataset; level of theory: ωB97M-V/def2-TZVPD.

```
95
Properties=species:S:1:pos:R:3:forces:R:3
H 18.555 -26.618 -7.397 0.11 -0.44 -0.11
C 11.876 -28.635 -8.948 0.02 0.20 -0.67
F 13.123 -27.298 7.158 -0.10 0.16 -0.22
C 12.507 -27.899 -10.157 -0.27 0.11 0.23
N 14.428 -27.190 -3.637 -3.74 1.07 3.69
S 13.434 -26.603 -2.281 1.60 2.93 2.34
F 12.049 -26.667 -10.295 0.25 0.02 -0.08
H 18.110 -26.946 -1.318 0.12 0.07 0.34
S 13.120 -27.804 -4.341 -1.31 -3.44 -7.37
H 17.404 -26.056 -2.885 0.35 2.94 -0.70
F 19.210 -19.553 -0.892 0.14 0.08 -0.20
C 13.621 -28.299 6.441 0.59 -0.29 0.45
C 15.176 -31.271 -6.260 0.32 -0.49 0.01
H 16.154 -24.165 -0.707 0.10 0.13 0.45
F 12.628 -29.084 6.045 -0.08 -0.01 -0.02
H 12.353 -25.929 -7.051 -0.50 -0.33 0.06
O 10.853 -22.129 -5.140 -0.68 0.48 -0.13
C 15.440 -30.760 -1.856 0.18 0.67 0.62
H 9.350 -30.220 -8.340 -0.08 -0.05 0.05
C 15.131 -28.244 3.048 1.27 0.16 -1.30
H 15.508 -31.218 -7.297 -0.14 0.21 -0.03
H 17.310 -28.654 -7.901 0.40 -0.03 0.46
H 13.365 -24.251 -6.676 -0.12 0.51 0.35
C 18.226 -20.042 -1.648 -0.44 -0.64 0.01
O 16.766 -27.994 -6.022 -0.44 0.95 4.72
H 17.956 -27.758 -3.031 0.96 -1.21 -1.55
C 9.044 -29.396 -7.693 0.20 0.02 -0.31
B 13.345 -25.293 -7.276 0.23 0.35 -0.11
F 14.429 -29.003 7.263 -0.16 -0.15 -0.06
H 8.324 -28.772 -8.224 -0.05 -0.13 -0.06
H 16.389 -27.379 -2.164 -1.65 -0.47 0.26
F 16.515 -30.954 -1.068 -0.07 -0.15 -0.03
O 10.857 -27.972 -8.456 -0.07 0.30 0.29
F 14.665 -31.825 -1.801 0.09 -0.05 -0.16
C 16.798 -27.822 -7.385 -0.17 -0.50 -1.99
C 14.504 -27.795 5.284 -0.32 1.09 -0.87
H 14.949 -26.158 2.472 -0.42 0.14 0.03
O 12.284 -29.710 -8.626 0.20 -0.47 0.41
C 16.417 -31.348 -5.400 0.41 -0.11 -0.57
C 11.415 -23.376 -4.738 0.46 -1.04 0.21
C 17.049 -20.472 -0.733 -0.46 0.40 -0.52
C 14.648 -27.142 2.130 -0.58 -0.44 -0.81
C 15.955 -30.424 -3.263 -0.35 -0.51 -1.19
H 16.167 -28.047 3.332 -0.18 0.17 0.50
O 12.675 -29.120 -4.008 0.84 0.17 1.63
O 12.119 -26.924 -4.823 0.08 1.04 1.80
C 17.489 -26.523 -7.715 0.82 0.63 -0.22
O 12.598 -27.508 -1.585 0.43 -1.01 -0.78
F 14.772 -29.712 -1.369 -0.02 -0.03 -0.05
H 10.446 -24.952 -3.560 -0.35 0.30 0.30
O 14.302 -28.479 4.175 -0.41 -0.89 0.40
O 16.041 -31.482 -3.999 0.04 -0.31 0.41
H 12.040 -23.238 -3.856 -0.09 0.36 -0.01
F 14.620 -26.306 -1.283 0.22 -0.65 -0.24
O 16.950 -25.423 -7.162 -0.31 -0.19 1.93
H 17.538 -26.445 -8.821 -0.22 -0.05 -0.03
F 12.209 -28.568 -11.296 -0.01 -0.13 0.08
H 14.799 -23.746 -1.642 -0.58 0.23 0.20
F 13.918 -28.120 -5.677 0.40 -0.03 0.26
H 15.789 -27.909 -7.811 -0.18 0.62 0.41
H 17.005 -32.248 -5.580 -0.26 -0.12 -0.05
H 14.612 -32.198 -6.155 -0.15 0.10 0.04
Zr 16.437 -27.013 -4.268 -0.01 -2.58 -6.44
H 13.587 -27.272 1.890 -0.23 0.48 0.86
H 8.560 -29.791 -6.800 0.07 -0.03 0.01
H 10.915 -28.987 -6.596 0.43 -0.64 -0.88
H 10.115 -24.997 -5.288 -0.20 0.02 0.02
C 15.216 -23.605 -0.649 0.74 0.11 0.09
F 13.829 -27.910 -10.022 0.05 0.19 -0.11
H 14.368 -25.846 -6.984 0.50 -0.73 0.54
H 9.871 -27.760 -6.627 -0.06 0.73 -0.92
O 8.813 -21.022 -4.316 0.00 -0.02 0.30
C 10.250 -24.335 -4.431 0.63 0.19 -1.22
O 15.209 -26.834 5.386 0.24 -0.15 0.43
O 9.111 -23.486 -4.285 -0.58 0.49 0.36
O 12.939 -25.299 -2.522 0.06 -0.07 -0.87
O 16.529 -19.694 0.010 0.10 0.25 0.46
H 12.021 -23.784 -5.548 0.07 0.13 0.00
S 9.265 -22.110 -5.107 0.61 -0.75 0.38
B 17.467 -27.024 -2.293 1.64 -0.05 2.56
F 17.808 -19.109 -2.504 0.08 0.23 0.18
C 15.464 -22.167 -0.282 -0.17 1.05 -0.80
H 17.101 -30.516 -5.570 -0.31 0.28 0.38
H 14.980 -27.284 1.096 0.90 -0.06 0.32
O 8.715 -22.261 -6.407 0.09 -0.17 -0.22
C 10.227 -28.534 -7.316 -0.57 -0.03 1.98
H 14.542 -30.421 -6.024 0.08 0.08 -0.05
O 16.642 -21.689 -0.992 0.64 -0.92 0.17
H 14.710 -21.468 -0.649 -0.50 -0.39 0.27
H 15.545 -22.000 0.791 0.40 -0.05 -0.02
H 13.478 -25.025 -8.434 -0.12 0.07 -0.64
H 14.626 -24.006 0.172 -0.33 -0.40 -0.42
H 15.205 -29.172 2.484 -0.53 -0.21 0.27
O 16.233 -29.313 -3.641 0.03 0.63 0.31
F 18.680 -21.066 -2.376 0.31 0.10 0.18
```
Forces are in eV/Å.

Computed properties:
- HOMO (eV) = -4.998
- charge = -1

Mulliken atomic charge list, values in e, 5 entries: atom 1 (H): 0.22, atom 2 (C): 0.49, atom 3 (F): -0.24, atom 4 (C): 0.78, atom 5 (N): 0.89

Record 3
A cluster of 10 separate species, C20H36Cl12N4 in total in a non-equilibrium geometry. Source: the OMol25 dataset; level of theory: ωB97M-V/def2-TZVPD.

```
72
Properties=species:S:1:pos:R:3:forces:R:3
H -3.764 1.207 5.499 -0.14 -0.04 -0.06
H -2.445 -0.803 -2.552 -0.01 0.11 -0.25
H -1.851 -3.415 -0.081 -0.12 -0.06 -0.20
H -2.329 2.307 3.909 0.27 -0.16 -0.02
Cl -0.006 0.437 -3.714 0.14 0.13 -0.46
H 2.029 -0.104 -4.766 0.07 -0.06 -0.15
Cl 0.628 2.660 3.335 -0.17 0.23 -0.09
H 0.605 -0.328 4.065 0.44 -0.20 0.25
H 0.201 -2.572 2.072 0.07 -0.18 -0.13
H 0.101 5.820 1.456 -0.24 -0.07 0.07
H 5.349 2.617 2.457 -0.15 0.07 0.20
H -0.862 4.495 3.430 -0.23 -0.13 -0.01
H -5.150 -2.038 -3.011 -0.15 0.01 -0.21
H -1.209 1.429 -1.186 0.18 0.12 -0.08
H -0.319 -4.099 0.326 -0.11 -0.05 0.06
C 0.201 -2.202 3.090 -0.33 -0.47 0.05
H 5.385 1.099 1.579 -0.09 -0.06 0.01
H 1.390 -2.399 -5.614 0.00 0.05 -0.08
Cl 3.884 -1.607 -1.700 0.13 0.16 -0.11
C -0.226 -0.277 -0.609 0.15 -0.95 0.00
H 3.358 -2.685 0.336 0.16 0.08 -0.11
H 0.463 -0.253 2.355 0.09 -0.07 -0.10
C -4.130 -1.879 -3.343 0.28 0.08 0.26
N -0.184 -1.431 -0.670 -0.07 0.96 0.25
C 0.860 -0.873 3.159 -0.27 0.88 -0.21
N -0.817 4.421 -0.767 -1.39 0.10 1.80
N -2.399 -5.597 2.114 0.25 0.40 -0.60
Cl -0.765 -2.526 -4.730 0.13 -0.05 -0.11
H -3.880 2.008 3.136 -0.02 0.00 0.07
C 0.638 -1.642 -5.388 0.11 -0.39 -0.11
C -0.296 4.042 2.623 0.56 0.06 -0.18
C -3.426 0.597 4.662 0.26 0.18 0.13
H 0.561 1.609 -1.078 0.18 0.03 -0.01
H -3.513 -2.722 -3.040 -0.17 -0.13 0.15
N 3.287 2.902 0.106 -0.25 0.09 -0.24
C -0.129 4.342 -1.662 1.30 0.02 -1.59
H 2.322 -4.707 -0.440 -0.11 -0.01 -0.05
C 1.222 -0.712 -4.374 -0.33 0.25 0.77
Cl -4.076 -1.882 -5.111 -0.22 0.11 -0.15
C -0.312 1.174 -0.611 -0.67 0.07 -0.10
H 1.918 -2.279 -0.580 0.12 0.12 -0.17
H 1.662 3.703 -2.477 0.18 0.00 0.01
C -3.519 -0.653 -2.670 0.55 -0.39 0.27
C 4.722 1.854 2.004 0.15 -0.15 -0.32
H -1.280 -4.933 -0.848 -0.38 -0.23 0.01
H -0.825 -2.101 3.434 -0.05 0.00 -0.09
H 0.342 -1.153 -6.310 -0.17 0.09 0.03
C 0.639 5.066 2.021 0.09 -0.16 -0.10
Cl 0.971 -3.422 4.131 -0.04 -0.12 0.09
C -2.995 1.527 3.552 -0.33 0.10 -0.07
H 3.858 -4.545 -1.288 0.01 0.09 -0.05
H 1.558 -1.268 -3.505 0.17 -0.05 0.00
Cl 2.620 -0.962 2.923 0.12 0.12 0.00
C 2.928 -2.674 -0.667 -0.52 -0.76 0.29
C -1.351 -4.368 0.075 0.75 0.67 0.09
H -0.473 1.587 0.380 0.26 -0.11 0.17
H 4.051 1.377 2.712 0.11 0.07 0.23
H -0.911 3.631 1.829 -0.24 -0.01 0.08
Cl -2.229 0.680 2.182 -0.10 -0.06 0.08
C 2.868 -4.110 -1.168 0.21 0.23 -0.04
H 1.353 4.598 1.354 0.09 -0.11 -0.05
H -4.220 -0.069 4.343 0.01 -0.14 -0.02
Cl -3.744 0.895 -3.491 -0.19 0.16 -0.01
Cl -2.084 -0.393 5.305 -0.09 0.05 -0.03
C 3.920 2.435 0.939 0.08 0.05 0.06
H 1.055 5.238 -3.133 0.00 0.05 -0.12
C -1.946 -5.058 1.200 -0.38 -0.75 0.60
H -3.927 -0.574 -1.663 -0.14 0.08 -0.06
H 0.286 3.674 -3.583 0.08 0.14 -0.09
C 0.776 4.246 -2.795 -0.13 -0.35 0.06
Cl 2.032 -4.277 -2.750 0.03 0.11 0.28
Cl 1.554 5.911 3.284 0.21 0.17 0.21
```
Forces are in eV/Å.

Computed properties:
- relative energy (zero: lowest compared OMol25 entry of this formula, charge and spin) (eV) = 0.000
- HOMO (eV) = -10.314
- SMILES = ClCCCl.ClCCCl.ClCCCl.ClCCCl.ClCCCl.ClCCCl.CC#N.CC#N.CC#N.CC#N

Mulliken atomic charge list, values in e, 5 entries: atom 1 (H): 0.36, atom 2 (H): -0.30, atom 3 (H): 0.11, atom 4 (H): 0.09, atom 5 (Cl): -0.11

Number 1: E -118445.7996 eV, HOMO-LUMO gap 6.17 eV, LUMO energy 0.0629 Eh. Number 2: E -132847.5245 eV, HOMO-LUMO gap 4.88 eV, LUMO energy -0.0043 Eh. Number 3: E -177554.3222 eV, HOMO-LUMO gap 10.65 eV, LUMO energy 0.0124 Eh.